49
Properties=species:S:1:pos:R:3:forces:R:3:nbo_charge:R:1 method="wB97M-V/def2-TZVPD" relative_energy_kcal_mol=11.8 max_force_ev_per_a=0.46 smiles="CCN(CC)CCN1C(=O)c2ccccc2N[C@H]1c1cccc(F)c1" total_energy_ev=-30365.5181 orbital_gap_ev=8.8
C -5.653 -0.278 -1.705 0.2 -0.2 0.1 -0.635
H -6.362 0.058 -0.953 -0.1 0.1 0.0 0.202
H -5.012 0.555 -1.982 0.0 0.1 0.0 0.204
H -6.212 -0.590 -2.584 -0.1 0.0 -0.1 0.211
C -4.818 -1.455 -1.185 -0.1 0.0 -0.1 -0.195
N -3.900 -1.189 -0.099 0.2 0.0 -0.1 -0.462
C -4.501 -0.924 1.199 0.0 0.0 0.2 -0.212
C -4.776 0.539 1.565 0.0 -0.3 -0.1 -0.642
H -3.852 1.101 1.671 0.1 0.1 0.0 0.221
H -5.300 0.570 2.517 0.0 0.1 0.1 0.214
H -5.395 1.028 0.818 -0.1 0.1 -0.1 0.202
H -5.438 -1.485 1.235 0.1 -0.1 0.1 0.195
H -3.838 -1.351 1.960 -0.2 0.0 0.1 0.186
C -2.790 -0.331 -0.453 0.1 -0.1 0.2 -0.222
H -2.473 -0.602 -1.465 0.0 0.1 0.0 0.190
C -1.606 -0.533 0.503 -0.4 0.1 0.0 -0.220
N -0.466 0.256 0.085 -0.1 0.1 -0.1 -0.447
C -0.292 1.495 0.629 0.0 -0.1 -0.1 0.671
O -1.072 1.946 1.450 -0.1 0.2 0.2 -0.631
C 0.884 2.241 0.137 0.2 0.1 -0.1 -0.243
C 1.266 3.426 0.754 0.0 -0.1 -0.1 -0.123
C 2.333 4.156 0.267 0.0 0.1 0.1 -0.262
C 3.016 3.706 -0.854 0.0 -0.1 0.0 -0.160
C 2.648 2.530 -1.479 0.1 0.0 0.0 -0.294
C 1.583 1.781 -0.986 -0.1 0.3 0.2 0.286
N 1.141 0.638 -1.614 -0.2 -0.1 -0.4 -0.607
H 1.760 0.260 -2.318 0.0 0.0 0.1 0.390
C 0.478 -0.367 -0.807 0.3 -0.3 0.0 0.124
C 1.505 -1.214 -0.059 0.0 -0.1 0.0 -0.048
C 2.026 -2.343 -0.679 0.1 0.0 0.1 -0.289
C 3.007 -3.071 -0.034 0.0 0.1 0.1 0.402
C 3.490 -2.711 1.210 0.0 -0.2 -0.2 -0.283
C 2.965 -1.585 1.818 0.0 0.0 -0.1 -0.194
C 1.981 -0.840 1.191 -0.1 0.1 0.0 -0.175
H 1.577 0.034 1.679 0.0 0.0 0.1 0.217
H 3.325 -1.285 2.790 0.0 0.0 0.1 0.220
H 4.256 -3.306 1.682 0.1 -0.1 0.0 0.232
F 3.506 -4.167 -0.642 0.0 0.1 0.1 -0.323
H 1.675 -2.662 -1.649 0.0 -0.1 -0.1 0.223
H -0.082 -1.020 -1.494 0.1 0.1 0.2 0.205
H 3.182 2.182 -2.352 0.1 0.0 -0.1 0.209
H 3.847 4.276 -1.243 0.1 0.0 0.0 0.215
H 2.630 5.074 0.750 0.0 0.1 0.0 0.216
H 0.702 3.755 1.614 -0.1 0.0 0.1 0.236
H -1.876 -0.195 1.504 0.0 -0.1 0.0 0.235
H -1.326 -1.588 0.543 0.0 0.0 0.0 0.205
H -3.042 0.740 -0.458 0.1 0.0 -0.1 0.182
H -4.224 -1.856 -2.013 -0.1 0.0 0.0 0.185
H -5.492 -2.250 -0.852 0.0 0.0 -0.1 0.190



49
Properties=species:S:1:pos:R:3:forces:R:3:nbo_charge:R:1 method="wB97M-V/def2-TZVPD" relative_energy_kcal_mol=54.3 max_force_ev_per_a=0.63 smiles="COc1ccc(CCC(=O)Nc2ccc(N3CCOCC3)cc2)cc1" total_energy_ev=-30252.0229 orbital_gap_ev=8.0
C -4.863 -3.805 0.835 -0.2 -0.1 0.1 -0.251
H -5.008 -3.312 1.802 0.0 0.0 0.0 0.177
O -3.766 -3.266 0.140 0.2 0.2 -0.2 -0.493
C -3.783 -1.938 -0.171 0.1 0.1 -0.1 0.288
C -4.830 -1.067 0.102 -0.1 -0.3 0.1 -0.257
C -4.730 0.266 -0.257 0.2 0.1 -0.1 -0.192
C -3.602 0.759 -0.893 -0.2 0.1 -0.2 -0.062
C -2.563 -0.121 -1.171 -0.1 -0.1 0.0 -0.186
C -2.648 -1.450 -0.819 -0.1 -0.2 0.1 -0.247
H -1.841 -2.135 -1.027 0.1 -0.1 0.0 0.223
H -1.671 0.235 -1.667 0.1 0.0 0.0 0.210
C -3.476 2.227 -1.199 0.0 0.0 0.2 -0.405
H -4.424 2.623 -1.567 0.1 0.0 -0.1 0.219
H -2.723 2.376 -1.976 -0.1 0.0 0.0 0.200
C -3.077 2.990 0.078 0.0 -0.1 0.0 -0.488
C -1.909 2.289 0.759 -0.4 0.5 -0.1 0.689
O -2.024 1.702 1.812 0.0 -0.2 0.2 -0.605
N -0.756 2.385 0.044 0.1 0.3 -0.4 -0.630
C 0.475 1.757 0.270 0.3 -0.1 0.0 0.188
C 0.671 0.804 1.265 -0.2 0.0 0.0 -0.233
C 1.902 0.207 1.422 0.2 0.0 -0.2 -0.263
C 2.988 0.519 0.594 -0.3 0.2 0.0 0.240
C 2.778 1.482 -0.397 0.2 -0.1 0.0 -0.295
C 1.547 2.087 -0.552 -0.3 0.0 0.2 -0.235
H 1.416 2.824 -1.334 0.0 0.1 -0.1 0.200
H 3.571 1.766 -1.071 0.1 0.0 0.0 0.210
N 4.226 -0.066 0.835 0.4 0.0 0.2 -0.455
C 4.313 -1.495 1.067 0.0 -0.3 -0.3 -0.238
H 3.407 -1.867 1.540 0.1 0.0 0.0 0.213
C 4.532 -2.233 -0.262 -0.2 -0.1 0.3 -0.085
H 4.684 -3.301 -0.095 -0.1 0.0 0.0 0.195
O 5.690 -1.774 -0.925 0.1 0.0 0.0 -0.526
C 5.614 -0.386 -1.174 0.0 0.3 0.1 -0.086
C 5.412 0.385 0.136 0.1 -0.1 -0.3 -0.246
H 5.363 1.459 -0.039 0.0 0.0 0.0 0.211
H 6.267 0.182 0.791 0.0 0.1 -0.1 0.202
H 6.557 -0.112 -1.651 -0.1 0.1 0.0 0.194
H 4.782 -0.179 -1.865 0.1 0.0 0.0 0.163
H 3.649 -2.086 -0.905 0.1 0.0 0.1 0.164
H 5.165 -1.683 1.730 -0.1 -0.1 0.0 0.198
H 2.026 -0.505 2.223 0.0 0.0 0.1 0.211
H -0.146 0.544 1.917 0.0 0.0 0.0 0.256
H -0.779 2.965 -0.784 -0.1 -0.1 0.2 0.391
H -3.911 2.988 0.781 0.1 0.0 0.0 0.233
H -2.819 4.025 -0.159 0.0 0.1 0.0 0.215
H -5.550 0.932 -0.031 -0.1 0.1 0.0 0.205
H -5.725 -1.409 0.599 -0.1 -0.1 0.0 0.211
H -4.622 -4.854 0.998 -0.1 0.1 0.0 0.199
H -5.786 -3.734 0.249 0.0 0.0 0.0 0.174



49
Properties=species:S:1:pos:R:3:forces:R:3:nbo_charge:R:1 method="wB97M-V/def2-TZVPD" relative_energy_kcal_mol=390.3 max_force_ev_per_a=18.90 smiles="CC(C)OCCCNC(=O)c1cccc(NC(=O)c2ccccc2)c1" total_energy_ev=-30237.4529 orbital_gap_ev=8.5
C 3.533 -1.766 1.304 2.6 -1.5 -5.2 -0.609
H 2.840 -1.068 1.437 -2.9 2.8 0.9 0.214
H 3.298 -2.357 0.419 -1.5 -1.0 0.3 0.190
H 3.762 -2.369 2.090 0.6 -1.5 2.3 0.208
C 4.758 -1.205 0.598 -1.7 8.8 7.2 0.164
C 5.802 -2.096 0.463 5.0 -2.0 -2.9 -0.655
H 6.037 -2.714 1.458 -0.3 1.4 -2.7 0.251
H 6.717 -1.456 -0.061 -1.6 -1.9 1.9 0.216
H 5.477 -2.661 -0.468 0.6 -0.7 1.2 0.212
O 4.433 -0.296 -0.404 -1.2 0.6 -2.1 -0.636
C 5.046 1.163 -0.502 6.1 -7.8 -0.6 -0.050
C 4.375 2.205 0.184 4.5 -1.3 3.7 -0.493
H 4.217 1.555 1.159 -0.6 2.1 -1.1 0.264
H 5.238 2.990 0.455 -2.2 -1.3 -0.6 0.252
C 3.231 2.680 -0.527 -3.2 1.1 3.2 -0.257
N 2.174 1.665 -0.569 7.0 -2.0 -7.8 -0.521
C 1.209 1.322 0.157 -0.2 10.3 7.8 0.572
O 0.875 2.131 1.144 0.9 -3.1 -2.1 -0.679
C 0.401 0.458 -0.392 -12.6 -3.3 2.9 -0.152
C -1.099 0.526 0.009 5.0 -4.2 -5.1 -0.038
C -1.981 -0.547 -0.572 -1.6 13.9 6.8 0.051
C -1.533 -1.612 -0.890 7.5 -15.7 -7.4 -0.183
C -0.060 -1.722 -1.190 -2.4 -3.8 0.2 -0.185
C 0.745 -0.760 -0.727 6.1 -2.5 -5.9 -0.195
H 1.868 -0.763 -1.290 -2.5 -0.8 2.2 0.185
H 0.421 -2.724 -1.688 -1.6 2.7 1.4 0.228
H -2.071 -2.696 -1.327 0.8 3.7 1.6 0.218
N -3.280 -0.307 -0.332 -7.7 -7.9 0.4 -0.547
C -4.163 0.594 0.093 7.4 6.1 -2.2 0.645
O -3.617 1.715 0.184 -2.0 0.7 1.2 -0.618
C -5.531 0.434 0.035 -2.7 -4.5 1.6 -0.171
C -6.472 1.280 -0.447 0.1 1.7 1.0 -0.218
C -7.772 1.124 -0.221 -4.9 -1.5 -0.7 -0.160
C -8.302 -0.243 0.241 0.8 4.2 -0.7 -0.190
C -7.425 -1.153 0.698 2.3 1.3 1.3 -0.227
C -5.986 -0.671 0.642 -2.0 -6.8 0.3 -0.141
H -5.321 -1.623 0.802 -0.7 2.2 0.5 0.194
H -7.765 -1.994 1.371 0.8 0.7 -1.3 0.234
H -9.362 -0.245 0.346 -0.6 -0.6 0.0 0.214
H -8.609 1.976 -0.472 2.4 -2.3 0.6 0.229
H -5.968 2.161 -0.537 0.3 3.2 -1.4 0.240
H -3.953 -1.251 -0.270 3.1 2.4 -0.9 0.369
H -1.543 1.339 0.375 -1.4 3.1 1.6 0.241
H 2.444 0.858 -1.349 -0.9 2.8 2.6 0.390
H 3.428 3.248 -1.406 -0.1 -0.2 -1.0 0.220
H 2.925 3.364 0.248 -1.3 1.0 -0.3 0.252
H 6.234 0.715 -0.175 -3.1 2.4 -0.2 0.191
H 5.225 1.062 -1.550 -0.5 1.2 -1.0 0.208
H 5.097 -0.267 1.452 -0.1 -2.6 -1.1 0.075